1.
14
Properties=species:S:1:pos:R:3:nbo_charge:R:1 method="wB97M-V/def2-TZVPD" e_tot_ha=-1061.78235 smiles="S=C1NN[C@@H]2C[C@@H]2S1" mol_weight_g_mol=146.24
S 1.8986 -2.8472 -1.1839 -0.17
C 0.8725 -1.6074 -0.6225 -0.07
N -0.2499 -1.1632 -1.3084 -0.49
N -0.8375 0.1868 -1.0989 -0.42
C -1.0660 0.5639 0.2670 -0.05
C -0.0406 1.6280 0.9204 -0.42
C 0.0686 0.1471 1.2483 -0.45
S 1.5479 -0.5062 0.6381 0.34
H -0.4925 -1.8754 -2.1651 0.44
H -0.0428 0.7386 -1.3898 0.36
H -2.1071 0.5841 0.6094 0.23
H -0.5196 2.4569 1.4754 0.24
H 0.9601 1.9407 0.3928 0.23
H 0.0083 -0.2466 2.2172 0.24

***

2.
27
Properties=species:S:1:pos:R:3:nbo_charge:R:1 method="wB97M-V/def2-TZVPD" e_tot_ha=-896.88507 mol_weight_g_mol=194.30
C -2.2837 -2.3865 0.3316 -0.63
C -1.0125 -1.6372 -0.0194 -0.66
C 0.1670 0.1732 -1.5868 0.30
C 1.1402 0.7228 0.4724 0.18
C 2.2145 0.4407 1.3478 -0.26
C 2.2007 1.0127 2.5876 -0.19
C 1.2315 1.8418 3.0588 -0.25
C 0.1776 2.0974 2.1612 -0.19
C 0.0471 1.5467 0.9263 -0.28
C -0.5861 0.2628 -3.7527 -0.49
H -1.8360 -3.5590 0.8015 0.24
H -3.0900 -2.4537 -0.9345 0.21
H -3.0206 -1.7531 1.2556 0.24
H -0.5631 -1.0063 0.9044 0.26
H -0.2886 -2.4191 -0.5251 0.23
H 2.1142 -0.4472 -1.3930 0.44
H 3.1530 -0.1569 1.2660 0.23
H 3.0960 0.9236 3.0160 0.20
H 0.9628 2.0256 4.1896 0.23
H -0.7551 2.5086 2.5379 0.21
H -0.8180 1.5408 0.2258 0.24
H -0.6930 -0.8896 -3.8481 0.20
H -1.6062 0.8155 -3.6462 0.20
H -0.0167 0.5416 -4.6806 0.21
N 1.1308 0.0629 -0.7358 -0.63
N 0.4176 0.7162 -2.7328 -0.47
S -1.4835 -0.5242 -1.2273 0.24